C15H22BF13NO6S | the ωB97M-V functional and the def2-TZVPD basis

Atoms and positions in Å:
C 1.1996 -0.1465 4.2346
H 3.7772 0.6986 -0.9586
C -0.1163 -2.8627 -0.8950
F 2.9606 -1.4277 5.4580
H -0.6888 -3.3880 -0.1282
C -6.0637 2.6089 -5.7117
C 3.7039 0.3158 0.0721
C -2.9247 -0.5158 -3.0419
H 4.7273 0.2359 0.4360
H -1.9268 -2.0689 -1.5860
H 2.2873 -3.5971 -1.7602
C -1.1694 -0.6161 -0.2473
C -0.9568 -1.6573 -1.3401
H -2.6064 -0.8012 -2.0371
H 2.9718 -1.5496 1.1706
O -1.8238 -0.8408 0.7417
F 3.9326 0.5475 2.7899
C 2.5333 -3.1934 -0.7715
C 1.2184 -2.4364 -0.2855
H 2.9525 2.3113 0.3342
H -5.8854 1.5931 -6.0604
C 1.8681 1.2364 4.5053
C -4.8057 3.2110 -5.1215
C 2.1113 2.0903 3.2167
H -6.8520 2.5642 -4.9586
O -3.4807 0.8071 -2.9810
H -3.6866 -1.2179 -3.3833
S 1.3888 -1.4505 5.6173
N -0.6099 0.6758 -0.4417
F -0.1881 -1.5967 5.7715
O -3.6012 0.8258 -5.2365
B 2.9295 -1.1003 0.0031
H 1.7821 1.0815 0.7497
H -5.0018 4.2329 -4.8002
C 3.2686 1.6073 2.2716
H -3.9977 3.2506 -5.8526
C 2.8360 1.3452 0.8333
H 2.7430 -3.9297 0.0191
H -6.4113 3.2060 -6.5553
H -1.3174 1.2988 -0.8226
F 4.1858 2.6345 2.2384
F 3.0094 1.1998 5.2088
H 0.1615 0.6178 -1.0995
F 1.4035 -0.3182 6.7254
O 1.5770 -1.0971 -0.5916
F 2.4211 3.3248 3.6884
H 1.1028 -2.4641 0.8029
F 0.9813 1.9442 5.2508
C -3.7979 1.3296 -4.1592
O -4.3733 2.5177 -3.9459
F -0.1107 0.0897 4.0829
H 0.0282 -3.5289 -1.7514
H -2.0635 -0.5429 -3.7057
F 0.9306 2.2181 2.5879
F 1.5509 -2.5219 6.7791
F 1.3315 -2.6340 4.5589
O 3.5566 -2.2353 -0.7741
H -0.5640 -1.1892 -2.2392
F 1.5919 -0.6918 3.0952

Output
net charge = -1
E_HOMO = -4.5 eV
strongest force on any atom = 1.73 eV Å⁻¹
energy = -2812.30410 Ha
orbital gap = 6.901 eV